(1)
Entry from the Open Molecules 2025 dataset: C31H34BBrCrF4N6PS as an isolated structure at a distorted geometry (wB97M-V/def2-TZVPD).

- LUMO level (spin up / spin down) (eV) = -6.998 / -6.336
- energy above the lowest of the compared OMol25 structures with the same formula, charge and spin (kcal/mol) = 0.00
- ⟨S²⟩ = 3.82
- spin multiplicity = 4
- HOMO energy (spin up / spin down) (eV) = -14.084 / -14.100
- molecular weight (u) = 772.40
- charge = +2
- frontier orbital gap (spin up / spin down) (eV) = 7.087 / 7.764

Last column: Löwdin spin population.
Element x y z (Å)
Cr 0.41530 -0.46505 -0.78668  3.05
N 1.36290 -2.16396 0.35264  -0.02
C 0.54551 -2.87634 1.33143  0.00
C 0.95165 -4.13283 1.73174  0.00
C 0.39840 -4.68517 2.85584  0.00
C -0.70268 -4.09685 3.48911  0.00
C -1.28892 -2.99857 2.89357  0.00
C -0.63524 -2.29265 1.86965  0.00
P -1.13051 -0.71291 1.06358  -0.04
C -1.07919 0.31193 2.67651  -0.01
C 0.09481 0.53675 3.31859  0.00
C 0.24056 1.23083 4.47958  0.00
C -0.88767 1.90055 4.95595  0.00
C -2.12450 1.59297 4.38539  0.00
C -2.25102 0.84164 3.27293  0.00
C -2.84754 -0.91987 0.52264  0.00
C -3.40338 -2.20439 0.39925  0.00
C -4.72753 -2.38608 -0.10715  0.00
C -5.47177 -1.27276 -0.53111  0.00
C -4.84087 -0.04333 -0.46063  0.00
C -3.56310 0.13371 -0.00585  0.00
H 2.02847 -1.61105 0.90175  0.00
H 1.91303 -2.96395 -0.09517  0.00
H 1.77290 -4.69197 1.23026  0.00
H 0.95304 -5.44221 3.44236  0.00
H -1.26487 -4.57479 4.25837  0.00
H -2.25314 -2.60399 3.18785  0.00
H 0.96764 0.14369 2.82900  0.00
H 1.20915 1.35639 4.91923  0.00
H -0.80022 2.65805 5.75351  0.00
H -2.93000 2.20121 4.78316  0.00
H -3.25408 0.58758 2.88037  0.00
H -2.83792 -2.98672 0.83733  0.00
H -5.20358 -3.37551 -0.13580  0.00
H -6.47086 -1.39431 -0.98746  0.00
H -5.30919 0.86455 -0.72119  0.00
H -3.07191 1.10609 -0.12072  0.00
Br -2.45715 -4.57386 -5.22081  0.01
C -1.68537 -3.28087 -4.01217  0.02
C -0.92972 -3.81388 -2.95081  0.00
C -0.43008 -2.90303 -2.01139  0.02
N -0.64896 -1.56926 -2.03498  -0.01
C -1.45217 -1.06205 -3.08958  0.01
C -1.90603 -1.90595 -4.09135  0.00
H -0.71946 -4.88336 -2.89599  0.00
H 0.09443 -3.30870 -1.15360  0.00
H -1.66162 -0.01083 -2.98979  0.00
H -2.47733 -1.47565 -4.92470  0.00
F -0.52231 1.27506 -1.42377  0.03
B -1.36150 2.38515 -1.74856  0.00
F -2.40022 2.01190 -2.55836  0.00
F -0.53876 3.33328 -2.37169  0.00
F -1.79927 2.89962 -0.47139  0.00
S 2.29762 -0.27014 -2.53337  -0.03
C 2.74464 1.30992 -3.00150  0.00
N 2.04792 2.43119 -2.97814  0.00
C 2.85678 3.52140 -3.57468  0.00
C 4.22308 2.88766 -3.75783  0.00
N 4.01169 1.51738 -3.46747  0.00
H 1.03946 2.58561 -2.76441  0.00
H 2.95035 4.45887 -3.06360  0.00
H 2.47027 3.71577 -4.57230  0.00
H 4.88285 3.42233 -3.03504  0.00
H 4.62109 3.10446 -4.73972  0.00
H 4.72256 0.77018 -3.27658  0.00
C 1.48117 4.51190 1.40463  0.00
C 1.91066 3.08578 0.97081  0.01
C 3.16717 2.39035 1.12504  0.00
C 2.96543 1.06195 0.75319  0.00
N 1.66187 0.92782 0.33167  -0.01
N 1.06229 2.14834 0.55611  0.00
C 4.02102 -0.01701 0.66969  0.00
H 0.40490 4.63281 1.21710  0.00
H 2.12538 5.21381 0.84835  0.00
H 1.66397 4.53060 2.53266  0.00
H 4.14509 2.82957 1.22341  0.00
H 0.08221 2.38049 0.43347  0.00
H 5.03174 0.36168 0.42668  0.00
H 3.70986 -0.73326 -0.11044  0.00
H 4.09081 -0.46768 1.66135  0.00



(2)
Entry from the Open Molecules 2025 dataset: a 2-piece molecular cluster, C5H11B overall at a distorted geometry (wB97M-V/def2-TZVPD).

- LUMO level (eV) = 0.558
- energy above the lowest of the compared OMol25 structures with the same formula, charge and spin (kcal/mol) = 116.10
- HOMO energy (eV) = -8.379
- molecular weight (u) = 81.95
- frontier orbital gap (eV) = 8.938

Last column: natural (NBO) charge in e.
Element x y z (Å)
B 1.94145 2.41071 0.43950  0.50
C -0.49965 -0.71921 -0.08616  -0.16
C -1.44740 -0.27911 -0.83594  -0.21
C 2.69116 1.24370 0.98232  -1.36
C -0.29032 -2.21618 0.15504  -0.65
C -1.96552 1.03606 -0.81636  -0.65
H 0.16234 -0.06927 0.44244  0.18
H -2.14757 -0.93533 -1.35634  0.19
H 3.70408 1.51459 1.35610  0.29
H 2.92935 0.54598 0.14746  0.29
H 2.15808 0.63971 1.81635  0.29
H -0.55111 -2.77071 -0.81134  0.21
H -0.96192 -2.43264 0.96372  0.23
H 0.83923 -2.38834 0.22108  0.21
H -1.31252 1.87059 -1.33390  0.23
H -2.35552 1.47519 0.11372  0.22
H -2.89416 1.07427 -1.39769  0.21



(3)
Entry from the Open Molecules 2025 dataset: a 10-piece molecular cluster, C38H65N5O15 overall at a distorted geometry (wB97M-V/def2-TZVPD).

- LUMO level (eV) = -0.216
- energy above the lowest of the compared OMol25 structures with the same formula, charge and spin (kcal/mol) = 18.64
- HOMO energy (eV) = -10.154
- molecular weight (u) = 831.96
- SMILES string = C[C@H]1COC(=O)O1.C[C@H]1COC(=O)O1.C[C@H]1COC(=O)O1.COC(=O)OC.COC(=O)OC.CCCC#N.CCCC#N.CCCC#N.CCCC#N.CCCC#N
- frontier orbital gap (eV) = 9.938

Last column: Löwdin charge in e.
Element x y z (Å)
C 5.11042 -0.35262 -1.50931  0.00
C 4.60195 0.91833 -0.84840  -0.27
C 5.55449 2.07957 -0.51160  -0.06
O 5.08323 3.19020 -1.24145  0.11
C 4.04081 2.87289 -1.92972  -0.63
O 3.42443 3.70015 -2.61135  0.09
O 3.82666 1.59940 -1.84287  0.05
H 5.67790 -0.80825 -0.76133  0.06
H 5.81057 -0.18102 -2.35863  0.11
H 4.29741 -1.04725 -1.88575  0.10
H 3.91189 0.68556 -0.06227  0.12
H 6.56555 1.78433 -0.74400  0.13
H 5.53859 2.30322 0.56901  0.14
C -0.12517 0.56147 -4.76519  0.00
C -1.16476 0.85236 -3.69027  -0.31
C -2.41640 1.57601 -4.31143  -0.04
O -3.32715 0.50099 -4.43111  0.14
C -3.03145 -0.47698 -3.76987  -0.63
O -3.77728 -1.33850 -3.33722  0.13
O -1.71361 -0.37324 -3.41478  0.03
H 0.62724 -0.08599 -4.24939  0.09
H 0.25809 1.43181 -5.29451  0.09
H -0.35599 -0.03480 -5.61282  0.09
H -0.84639 1.34247 -2.80500  0.10
H -2.19659 2.01221 -5.35094  0.16
H -2.82297 2.42934 -3.80202  0.09
C -2.90379 -1.93376 3.14055  -0.01
C -2.97967 -3.33569 3.74525  -0.30
C -2.74632 -3.30665 5.19405  -0.15
O -3.96907 -3.71999 5.70008  0.10
C -4.76217 -4.20869 4.79118  -0.71
O -5.82099 -4.67420 4.90286  0.20
O -4.23333 -4.05006 3.64895  0.14
H -3.85822 -1.47516 3.53003  0.12
H -2.92437 -1.88328 2.07906  0.05
H -2.20034 -1.21615 3.41357  0.03
H -2.17236 -3.93897 3.26248  0.16
H -2.44514 -2.31331 5.54717  0.12
H -2.01908 -4.10579 5.46998  0.15
C 3.52574 -0.26636 3.46802  -0.03
O 2.17973 0.03465 3.79562  -0.08
C 1.45350 0.66532 2.84270  -0.42
O 2.16613 1.36409 1.77808  -0.11
O 0.19350 0.67624 3.02852  0.02
C -0.65256 1.49588 2.17538  0.00
H 3.74254 -1.13890 4.15068  0.12
H 4.00162 0.74853 3.59892  0.12
H 3.53983 -0.59665 2.40829  0.09
H -0.61449 2.58493 2.35707  0.10
H -1.66240 1.01744 2.26234  0.11
H -0.29077 1.50140 1.17307  0.04
C 3.26353 1.49651 -5.19316  -0.01
O 2.60547 0.48488 -6.03421  -0.01
C 2.73545 -0.77293 -5.64441  -0.44
O 3.18810 -1.05907 -4.40572  -0.02
O 2.30025 -1.66329 -6.59038  -0.01
C 2.57414 -2.95786 -6.42755  -0.11
H 4.33290 1.33589 -4.99114  0.11
H 2.72556 1.68136 -4.26444  0.07
H 3.18562 2.44730 -5.62490  0.07
H 3.63593 -3.04679 -6.06626  0.12
H 2.48225 -3.39720 -7.41519  0.10
H 1.82443 -3.42492 -5.77761  0.09
C 0.45521 -1.96087 0.75906  -0.09
C 1.62614 -1.57522 -0.08013  -0.23
C 1.33621 -1.09797 -1.53139  -0.18
C 1.16363 -2.20838 -2.36044  -0.28
N 1.02741 -3.15373 -3.00047  0.20
H -0.42557 -1.32181 0.67523  0.07
H 0.75525 -1.69774 1.75727  0.03
H 0.19730 -3.05694 0.83473  0.11
H 2.39131 -2.31404 -0.01625  0.11
H 2.09551 -0.80920 0.45821  0.04
H 2.13222 -0.34293 -1.93463  0.12
H 0.43008 -0.48601 -1.65969  0.09
C -2.83004 1.03713 -0.52967  -0.05
C -2.85221 2.61740 -0.58262  -0.20
C -4.27730 3.18128 -0.61896  -0.16
C -5.00226 2.89842 -1.91045  -0.20
N -5.47273 2.68629 -2.93636  0.16
H -3.37708 0.62373 0.29053  0.07
H -1.94385 0.67128 -0.20735  0.01
H -3.20412 0.58366 -1.42156  0.06
H -2.37661 2.94960 -1.51283  0.09
H -2.36602 3.04543 0.27758  0.08
H -4.29367 4.23242 -0.43524  0.11
H -4.89511 2.60706 0.05205  0.11
C -1.97816 -3.23597 -2.12678  -0.11
C -2.74267 -2.78566 -0.86957  -0.24
C -3.87674 -3.74383 -0.49518  -0.17
C -3.59387 -5.05588 -0.95193  -0.27
N -3.45528 -6.18267 -1.24046  0.15
H -2.66408 -3.65814 -2.93202  0.11
H -1.16392 -3.95798 -1.97785  0.07
H -1.57440 -2.30591 -2.37859  0.01
H -3.16030 -1.76886 -0.85205  0.10
H -2.00113 -2.91175 -0.19574  0.03
H -4.78297 -3.38152 -1.03830  0.15
H -3.95272 -3.92761 0.54894  0.10
C 0.51588 -0.11145 8.90661  -0.10
C 0.01938 -1.06676 7.79572  -0.22
C 0.88793 -0.90072 6.48491  -0.14
C 0.45229 -1.75827 5.31298  -0.20
N 0.18039 -2.41877 4.44315  0.20
H 0.42961 0.91081 8.56598  0.06
H 1.59388 -0.23907 9.14466  0.08
H -0.19396 -0.18200 9.76105  0.09
H -0.92887 -0.81391 7.59415  0.06
H 0.09026 -2.06764 8.10291  0.09
H 1.92876 -1.05297 6.69580  0.11
H 0.74622 0.12115 6.16765  0.10
C 0.60043 6.72350 -0.67388  -0.08
C 0.48004 5.27159 -1.17747  -0.24
C 0.52298 4.27554 0.00458  -0.18
C 0.68239 2.94798 -0.58482  -0.23
N 0.94023 1.95154 -1.08273  0.24
H 0.29869 7.44030 -1.40576  0.06
H 1.52256 7.04681 -0.26260  0.06
H -0.17803 6.72183 0.15857  0.09
H 1.33394 5.08135 -1.80912  0.09
H -0.38627 4.95675 -1.75713  0.11
H -0.31338 4.28102 0.76454  0.12
H 1.47458 4.49790 0.53645  0.14